Entry 1:
7
Properties=species:S:1:pos:R:3:forces:R:3:nbo_charge:R:1 method="wB97M-V/def2-TZVPD" relative_energy_kcal_mol=14.5 energy_ha=-1487.94104 total_charge=0 multiplicity=1
Cl 3.287 -2.181 0.225 0.2 0.1 0.2 0.1863
Cl 3.175 1.855 -0.416 -0.7 -0.4 0.5 0.2901
P 1.346 0.244 1.136 1.5 -1.7 -1.9 1.6067
O 1.586 1.568 0.149 0.3 -0.7 0.0 -0.8081
O 1.814 -1.500 -0.116 -1.1 2.6 1.4 -0.8214
O -0.207 0.240 0.855 1.8 2.2 -2.3 -0.9676
H -0.729 -0.282 1.382 -2.0 -2.2 2.1 0.5139

***

Entry 2:
5
Properties=species:S:1:pos:R:3:forces:R:3:nbo_charge:R:1 method="wB97M-V/def2-TZVPD" relative_energy_kcal_mol=4.0 energy_ha=-1660.56544 total_charge=0 multiplicity=1 smiles=SP(Cl)Cl
Cl 1.322 1.326 -0.347 0.7 0.6 0.3 -0.2513
Cl 0.849 -1.876 -0.146 -0.4 1.5 -1.0 -0.3906
S -1.516 0.168 0.323 -1.9 0.2 -1.1 -0.2287
P -0.015 0.033 -1.064 0.5 -2.5 0.0 0.7310
H -0.640 0.349 1.234 1.1 0.2 1.8 0.1395